The following is a quantum chemistry calculation of 3 unconnected molecules or ions with the total composition C18H21N2O6PS in a non-equilibrium geometry, from the OMol25 dataset.

Structure (XYZ):
```
49
Properties=species:S:1:pos:R:3
C 4.930 1.276 1.387
C 4.292 2.030 2.539
C 3.125 3.123 2.174
C 3.223 4.152 1.063
C 1.911 5.156 0.802
O 2.059 6.460 0.555
C 0.432 4.384 0.927
P -1.004 4.732 -0.287
S -0.545 4.125 -2.112
C 0.335 3.368 2.050
C -1.041 2.456 2.318
C -0.794 1.066 1.421
C -1.366 1.023 -0.116
C -1.085 -0.330 -1.034
C -0.228 -1.532 -0.322
C 0.327 -1.513 1.221
C 0.051 -0.168 2.140
C 0.637 -0.085 3.703
C 1.680 3.134 3.016
O 1.619 3.007 4.351
H 4.735 1.652 0.271
H 5.583 0.296 1.577
H 4.659 1.737 3.619
H 4.202 4.189 0.390
H -2.286 4.236 0.146
H -1.121 6.191 -0.395
H -1.113 2.202 3.459
H -2.015 3.031 1.942
H -1.956 1.934 -0.610
H -1.483 -0.319 -2.140
H 0.011 -2.493 -0.980
H 0.951 -2.405 1.702
H 1.725 0.371 3.727
H -0.072 0.536 4.406
H 0.720 -1.173 4.188
C -2.718 -5.468 -1.075
N -1.505 -4.614 -1.193
O -0.921 -4.312 -0.146
O -1.173 -4.273 -2.334
H -2.891 -5.691 -0.020
H -3.557 -4.907 -1.493
H -2.533 -6.385 -1.638
C -1.652 -4.104 -5.731
N -3.029 -4.580 -5.429
O -3.572 -4.135 -4.411
O -3.526 -5.388 -6.222
H -1.343 -3.402 -4.955
H -0.997 -4.978 -5.745
H -1.680 -3.613 -6.706
```

As for the LUMO energy: -1.699 eV. As for the structure (SMILES): C=CC1=CC(=O)C([PH2]=S)=C(Cc2ccccc2C)C1=O.C[N+](=O)[O-].C[N+](=O)[O-]. The highest occupied orbital energy comes out at -8.351 eV. As for the HOMO-LUMO gap: 0.2444 Eh. The charge is 0.

The following is a quantum chemistry calculation of C4H7FO in the gas phase in a non-equilibrium geometry, from the OMol25 dataset.

Structure (XYZ):
```
13
Properties=species:S:1:pos:R:3
C -1.390 -1.050 0.289
O -1.052 -0.237 -0.809
C -0.383 0.969 -0.455
C 1.018 0.880 0.060
C 1.858 -0.185 -0.075
F 1.532 -1.365 -0.560
H -0.461 -1.356 0.815
H -1.988 -0.473 1.022
H -1.850 -1.951 -0.181
H -1.021 1.491 0.251
H -0.539 1.645 -1.307
H 1.446 1.782 0.516
H 2.829 -0.152 0.433
```

As for the LUMO energy: 1.015 eV. As for the structure (SMILES): COC/C=C\F. The highest occupied orbital energy comes out at -9.497 eV. The energy relative to the best compared isomer or geometry (same formula, charge and spin) comes out at 37.66 kcal per mole. As for the HOMO-LUMO gap: 0.3863 Eh. The charge is 0.

The following is a quantum chemistry calculation of a molecular structure, C24H45ClMnN3O4Si in a non-equilibrium geometry, from the OMol25 dataset.

Structure (XYZ):
```
79
Properties=species:S:1:pos:R:3
O -0.161 0.736 -1.436
C 0.722 0.879 -2.485
C 0.576 -0.317 -3.446
C -0.148 -1.454 -3.082
H -0.653 -1.460 -2.120
C -0.199 -2.578 -3.913
H -0.741 -3.461 -3.559
C 0.448 -2.552 -5.157
H 0.412 -3.436 -5.808
C 1.146 -1.397 -5.551
H 1.652 -1.374 -6.522
C 1.205 -0.283 -4.699
H 1.750 0.624 -4.974
H 0.474 1.771 -3.090
C 2.462 2.474 -1.484
C 2.175 1.106 -2.014
H 3.544 2.670 -1.444
H 2.038 2.553 -0.468
H 2.013 3.242 -2.145
C 2.999 0.050 -1.889
C 4.317 0.036 -1.199
H 2.686 -0.909 -2.311
H 5.093 -0.254 -1.912
H 4.279 -0.731 -0.425
H 4.586 0.993 -0.737
Mn -0.027 0.612 0.530
Cl 2.344 0.191 1.100
C 0.549 -0.016 3.251
O -0.273 0.661 2.592
N 0.618 -0.083 4.563
C -0.045 0.955 5.334
C 1.294 -1.187 5.249
H 1.321 -0.623 2.750
H -0.519 1.643 4.627
H 0.706 1.480 5.931
H -0.795 0.486 5.976
H 1.611 -1.939 4.516
H 0.597 -1.652 5.953
H 2.177 -0.826 5.785
H -4.528 -0.867 -2.591
H -4.745 -1.665 -0.017
C -3.465 -0.810 -2.328
C -3.682 -1.421 0.095
N -3.292 -0.452 -0.927
H -2.980 -0.039 -2.938
C -2.803 0.749 -0.580
O -2.249 0.981 0.513
H -3.494 -0.991 1.083
H -2.909 1.534 -1.356
H -2.994 -1.778 -2.533
H -3.099 -2.343 -0.018
H -0.240 5.915 1.754
H -2.152 6.318 -0.096
C 0.300 5.528 0.880
C -1.538 5.722 -0.778
N -0.622 4.870 -0.039
H 1.067 4.820 1.204
C -0.691 3.536 -0.118
O -0.033 2.768 0.632
H -2.190 5.099 -1.394
H -1.352 3.147 -0.907
H 0.765 6.375 0.364
H -0.996 6.419 -1.424
C -0.943 -4.428 0.736
Si -0.218 -2.862 1.543
C -1.398 -2.542 2.992
C 1.515 -3.386 2.109
C -0.209 -1.458 0.314
H -0.969 -5.255 1.462
H -0.327 -4.747 -0.116
H -1.969 -4.277 0.372
H -1.157 -1.660 3.595
H -2.426 -2.404 2.627
H -1.408 -3.406 3.674
H 2.044 -3.824 1.248
H 2.158 -2.576 2.472
H 1.472 -4.164 2.889
H -1.122 -1.502 -0.307
H 0.649 -1.553 -0.375
```

The multiplicity is 5. As for the LUMO energy (alpha / beta): 0.108 / 0.414 eV. The highest occupied orbital energy (alpha / beta) comes out at -7.377 / -7.472 eV. As for the HOMO-LUMO gap (alpha / beta): 0.2750 / 0.2898 Eh. The charge is 0.